1.
Formula: C22H16BBrClO14
Source: OMol25
Level of theory: ωB97M-V with the def2-TZVPD basis set

The geometry in XYZ format:
```
55
C22H16BBrClO14 ωB97M-V with the def2-TZVPD basis set
C 2.98594 -0.27490 2.50476
C -0.83201 2.91264 7.36155
H -0.47828 -1.84732 -7.29694
O -0.39144 1.42890 5.60406
C 0.24825 1.41607 -1.08601
O 2.69174 -1.44701 1.77349
C 0.23112 2.08691 -2.38937
C 1.10909 4.08128 8.49413
C -0.35988 3.83965 8.38748
C -1.76182 0.77111 -3.01542
C -2.26225 -3.23225 -7.84978
Br 1.57329 1.14076 2.60491
O 1.07118 1.66900 -0.23085
H -6.34314 -4.06104 -6.79155
H 1.00082 2.82280 -2.57844
H 3.04530 3.62158 7.76782
C 1.97885 3.45615 7.69783
C -0.79448 0.37836 -0.81861
H 5.18052 0.51825 2.51163
H -1.90008 2.76148 7.28477
O 4.78819 -0.93149 0.95511
C -3.34041 -1.88408 -6.08383
H -3.47644 -4.79997 -8.76288
C -3.48999 -4.01063 -8.02360
C 1.51209 2.50702 6.68292
H 0.41807 1.10348 5.15585
H 0.01412 0.13932 0.85067
C -4.57275 -3.74243 -7.28903
H -3.34879 -1.10420 -5.33347
C 4.08847 -4.55125 0.11108
O -1.10576 -1.46414 -6.65398
C -0.70390 1.78777 -3.29354
C -1.73333 0.08412 -1.72804
O 1.52019 4.96292 9.43563
O 2.27400 1.90890 5.95254
H 0.70459 5.27247 9.87475
Cl 4.93574 -2.54261 3.07797
H 3.11640 -0.52048 3.60406
O -1.11799 4.41921 9.14854
B 3.99594 -2.04381 1.48232
O -0.75183 -0.24678 0.37124
O -2.61001 0.54231 -3.86528
O -1.25897 -3.43600 -8.50999
O -5.58971 -2.42228 -5.63871
C 4.38489 0.15193 1.79874
C -4.57481 -2.64599 -6.27406
C 0.03504 2.28513 6.55722
H 4.22800 1.06803 1.13885
O -5.71554 -4.44992 -7.43149
C -2.25587 -2.15455 -6.81625
H -1.50296 2.00502 -4.96836
C 3.97296 -3.44494 0.63090
H 4.39902 -5.61592 -0.03911
O -0.73656 2.39358 -4.50451
H -2.49483 -0.66214 -1.54776
```

Computed properties:
Frontier orbital gap = 5.72 eV
Lowest unoccupied orbital energy = -0.16 eV
Total charge = -1

=====

2.
Formula: C27H27FFeN4SSi
Source: OMol25
Level of theory: ωB97M-V with the def2-TZVPD basis set

The geometry in XYZ format:
```
62
C27H27FFeN4SSi ωB97M-V with the def2-TZVPD basis set
H -2.05947 0.95840 -0.60059
N 1.68549 -0.77383 -1.42814
H -1.87669 -0.81273 1.15372
C -1.68941 -1.75877 0.63857
H 4.32134 4.53030 0.58384
F -3.09666 -5.06802 0.52601
C 3.09226 2.39362 2.88933
C -2.52240 -2.83113 0.93689
Fe 0.32327 -0.19428 -0.17665
C 2.07437 1.82478 2.14010
C -2.29944 -4.01867 0.26903
H -1.15811 -5.11725 -1.15789
C 3.91893 3.36081 2.33674
H 0.34140 -3.20998 -1.64542
C 3.88485 -0.46757 5.40877
H 1.39624 1.12162 2.60286
H -1.48508 4.44952 -1.35166
H 2.54477 -1.15095 -4.63288
C -0.90083 3.97490 -0.56035
C -1.39095 1.06598 -1.45793
C 3.91284 -1.62834 -1.57836
C 5.06378 -0.69872 4.71482
C -0.45856 -3.08296 -0.92296
H 2.53392 3.52620 -0.74288
H 0.67549 -0.41953 -3.18654
C 0.84823 2.76646 -2.76202
N 0.83844 1.59572 0.05848
C 3.80484 -1.31719 2.77413
C -0.65526 -1.86549 -0.28153
Si -0.08655 2.41778 -1.17234
H -1.05720 0.05237 -1.75144
H 1.47969 1.93879 -3.08781
H -1.57026 3.76854 0.27599
C 2.70925 -1.30016 0.63394
H 1.49125 3.64099 -2.65996
H 5.94732 -1.25558 2.83695
H 4.81477 -1.98062 -1.09901
H -3.32855 -2.75578 1.65356
N 3.74327 -1.69226 1.40831
C 3.69722 3.76577 1.02800
C 1.85409 2.20305 0.81452
C 5.02704 -1.10532 3.38860
C 3.82805 -1.60629 -2.96185
H -0.15578 4.69685 -0.22108
H -2.03284 1.34658 -2.29609
H 0.14371 2.98778 -3.56787
C 1.60695 -0.76294 -2.75739
C 2.65585 -1.17428 -3.55869
H 3.22834 2.08382 3.91853
C -1.28608 -4.16552 -0.66013
C 2.62333 -1.10007 3.46953
C 2.67697 3.20070 0.27882
H 6.01921 -0.55138 5.19839
H 3.91194 -0.14291 6.43948
H 4.71268 3.80577 2.92093
H 4.62762 -1.86727 0.96220
H 1.73825 -0.45833 5.31079
C 2.66140 -0.64859 4.77870
H 4.66563 -1.93152 -3.56290
N 1.53108 -1.01838 1.08376
S 1.08838 -1.46821 2.68004
C 2.82084 -1.21275 -0.83753
```

Computed properties:
2S+1 = 2
Expectation value of S² = 0.9261
Frontier orbital gap (alpha / beta) = 6.70 / 6.52 eV
Lowest unoccupied orbital energy (alpha / beta) = -3.85 / -4.06 eV
Total charge = +1

=====

Copy entry 1 word for word.
Formula: C22H16BBrClO14
Source: OMol25
Level of theory: ωB97M-V with the def2-TZVPD basis set

The geometry in XYZ format:
```
55
C22H16BBrClO14 ωB97M-V with the def2-TZVPD basis set
C 2.98594 -0.27490 2.50476
C -0.83201 2.91264 7.36155
H -0.47828 -1.84732 -7.29694
O -0.39144 1.42890 5.60406
C 0.24825 1.41607 -1.08601
O 2.69174 -1.44701 1.77349
C 0.23112 2.08691 -2.38937
C 1.10909 4.08128 8.49413
C -0.35988 3.83965 8.38748
C -1.76182 0.77111 -3.01542
C -2.26225 -3.23225 -7.84978
Br 1.57329 1.14076 2.60491
O 1.07118 1.66900 -0.23085
H -6.34314 -4.06104 -6.79155
H 1.00082 2.82280 -2.57844
H 3.04530 3.62158 7.76782
C 1.97885 3.45615 7.69783
C -0.79448 0.37836 -0.81861
H 5.18052 0.51825 2.51163
H -1.90008 2.76148 7.28477
O 4.78819 -0.93149 0.95511
C -3.34041 -1.88408 -6.08383
H -3.47644 -4.79997 -8.76288
C -3.48999 -4.01063 -8.02360
C 1.51209 2.50702 6.68292
H 0.41807 1.10348 5.15585
H 0.01412 0.13932 0.85067
C -4.57275 -3.74243 -7.28903
H -3.34879 -1.10420 -5.33347
C 4.08847 -4.55125 0.11108
O -1.10576 -1.46414 -6.65398
C -0.70390 1.78777 -3.29354
C -1.73333 0.08412 -1.72804
O 1.52019 4.96292 9.43563
O 2.27400 1.90890 5.95254
H 0.70459 5.27247 9.87475
Cl 4.93574 -2.54261 3.07797
H 3.11640 -0.52048 3.60406
O -1.11799 4.41921 9.14854
B 3.99594 -2.04381 1.48232
O -0.75183 -0.24678 0.37124
O -2.61001 0.54231 -3.86528
O -1.25897 -3.43600 -8.50999
O -5.58971 -2.42228 -5.63871
C 4.38489 0.15193 1.79874
C -4.57481 -2.64599 -6.27406
C 0.03504 2.28513 6.55722
H 4.22800 1.06803 1.13885
O -5.71554 -4.44992 -7.43149
C -2.25587 -2.15455 -6.81625
H -1.50296 2.00502 -4.96836
C 3.97296 -3.44494 0.63090
H 4.39902 -5.61592 -0.03911
O -0.73656 2.39358 -4.50451
H -2.49483 -0.66214 -1.54776
```

Computed properties:
Frontier orbital gap = 5.72 eV
Lowest unoccupied orbital energy = -0.16 eV
Total charge = -1